one) C32H24ClF3N5O16P2S2W | ωB97M-V/def2-TZVPD

- LUMO (eV) = -5.0016
- HOMO (eV) = -11.47

Structure (ORCA input):
```
! RIJCOSX wB97M-V def2-TZVPD def2/J DEFGRID3
* xyz 1 1
W 0.8159 0.4442 -0.5954
Cl 4.9733 -2.2712 -7.3428
S -1.0246 -0.9957 2.0792
S 2.8260 -1.3118 1.3501
P 2.0142 3.2272 -2.0985
P 3.4582 1.6901 -0.3141
F 2.0931 -3.5884 2.4523
F 2.4300 -3.7524 0.3194
F 4.1038 -3.5475 1.6668
O 2.2011 1.3945 0.5748
O -6.3420 -2.5153 -0.7514
O 1.2103 -0.4301 -2.2064
O 3.5493 0.6491 -1.3446
O 2.7547 2.8966 -3.4445
O -0.2922 -0.0438 -3.8178
O 1.1564 1.9507 -1.8120
O -5.0133 -3.9972 -1.5726
O 4.1302 -0.9401 0.9293
O 4.6784 1.9686 0.6087
O 3.1651 3.1394 -0.9722
O 1.8040 -1.0778 0.1908
O 1.2844 4.4927 -2.0826
O -0.2931 -2.1886 1.7889
O 2.2950 -0.8510 2.5852
O -2.4392 -0.9799 1.8086
N -5.2719 -2.8789 -1.1795
N -0.3418 0.2500 1.1809
N -0.5501 -1.4253 -0.8950
N -1.2430 1.0206 -1.3771
N -0.1026 2.3049 0.5633
C -2.8017 -2.2727 -1.0934
C 0.2923 0.6318 5.5394
C -0.1928 3.6363 0.6048
C -1.8723 -1.2308 -1.0455
C 3.1691 -1.1059 -3.9950
C -2.8684 2.6428 -2.0442
C 4.1268 -1.5417 -4.8932
C 2.4890 -1.4724 -6.6783
C -0.9313 -3.7606 -1.0076
C -1.6327 -0.7207 5.9923
C -0.6149 0.1109 6.4581
C -0.7642 1.5445 1.4283
C 3.7783 -1.7236 -6.2238
C 1.5365 -1.0334 -5.7807
C -1.5574 2.2422 -1.7928
C 2.8514 -3.1832 1.4531
C -2.2892 -3.5832 -1.0331
C 0.2099 0.3245 4.1916
C -1.7430 -1.0281 4.6492
C -0.0834 -2.6564 -0.9416
C -3.5856 0.4398 -1.4899
C 1.8732 -0.8532 -4.4396
C -4.1835 -1.8768 -1.2046
C -0.8089 -0.5092 3.7577
C -1.8016 3.4481 2.3570
C -3.8966 1.7553 -1.8617
C -1.0299 4.2452 1.5160
C -2.2486 0.1189 -1.2752
C -1.6868 2.0704 2.3260
C 0.8206 -0.3836 -3.5261
C -4.5634 -0.5975 -1.3758
C -0.4963 0.4195 7.9227
H 5.1397 -1.7362 -4.5705
H -1.4700 0.6478 8.3558
H -2.3520 -1.1289 6.6915
H 0.9329 0.7247 3.4980
H -2.9547 -4.4301 -1.0459
H -0.4994 -4.7506 -1.0085
H 4.9849 2.8800 0.6825
H -2.2753 1.4355 2.9680
H 2.7138 3.6176 -4.0855
H 0.1682 1.2634 8.0987
H -5.6145 -0.3610 -1.4649
H 0.3805 4.2026 -0.1172
H 0.9844 -2.7714 -0.8990
H -3.0421 3.6573 -2.3720
H -0.7532 2.9474 -1.9260
H 0.5256 -0.8281 -6.1060
H -0.0942 -0.4420 8.4590
H -1.0936 5.3228 1.5450
H 2.2469 -1.6223 -7.7207
H -2.4979 3.9056 3.0476
H -2.5464 -1.6583 4.2915
H 3.4341 -0.9347 -2.9612
H -4.9264 2.0435 -2.0302
H 1.0843 1.2848 5.8840
*
```

Atomic partial charges in e from the Löwdin method, atoms 1 to 4: W 2.105; Cl 0.709; S 0.677; S 0.651

two) C32H24ClF3N5O16P2S2W | ωB97M-V/def2-TZVPD

- LUMO (eV) = -4.9133
- HOMO (eV) = -11.60

Structure (ORCA input):
```
! RIJCOSX wB97M-V def2-TZVPD def2/J DEFGRID3
* xyz 1 1
W -0.5210 -0.5420 -0.0645
Cl 5.4904 5.0689 2.7245
S -2.0943 -2.2627 -2.5944
S -2.0137 1.4559 -1.7203
P -2.7559 -1.9661 1.6639
P -2.8937 0.8134 1.7508
F -4.3179 -1.8768 -1.2068
F -4.5180 -2.6551 -3.2143
F -4.1619 -0.5531 -2.9099
O -2.3109 1.3577 -3.1111
O -2.0708 -2.0489 2.9446
O 0.9374 0.6879 0.6672
O -1.8004 -2.2821 -3.9878
O -3.5785 1.9534 1.1738
O 2.9521 -7.0935 0.5555
O -2.6818 0.8995 3.3109
O -2.0933 -3.4824 -1.8449
O -3.6197 -0.6150 1.5013
O -1.7824 -1.9021 0.3828
O 2.7710 -0.6056 0.4689
O -2.5750 0.3801 -0.8477
O -1.3673 0.4714 1.3238
O -3.7272 -3.1518 1.3969
O 2.3936 -7.3311 2.6186
O -1.1433 -1.2205 -1.9588
N 0.4480 -1.4857 1.7593
N 2.4110 -6.7209 1.5766
N -0.4573 1.1815 -1.3110
N 0.5948 -2.6335 -0.5809
N 1.1679 -0.2225 -1.7060
C 3.1601 3.8822 2.0699
C 0.8841 -1.3953 4.1028
C 0.6541 -3.1889 -1.7763
C -1.6273 5.0488 -0.0049
C 4.3994 1.4995 1.3456
C 1.3436 -3.3960 2.8897
C 2.1539 -0.7915 -2.4102
C -1.5659 3.6834 -0.1870
C -3.8874 -1.7587 -2.4725
C 1.3311 -2.6859 4.1007
C 2.4020 2.8187 1.6124
C 0.4296 -0.8323 2.9114
C 1.0213 -4.5186 -1.9780
C 1.4126 -4.7112 0.3687
C 2.2479 0.4442 0.7652
C 5.1658 2.5579 1.7991
C -3.0066 3.9018 -2.1264
C 2.4586 -0.3539 -3.6788
C -2.3576 5.8634 -0.8732
C 1.8412 -5.3532 1.5877
C 0.4986 0.7846 -2.2469
C 1.7241 0.6989 -4.2363
C 3.0170 1.6235 1.2505
C 0.7240 1.3089 -3.5045
C -3.0552 5.2689 -1.9207
C 1.3834 -5.2938 -0.9162
C 0.9055 -2.7485 1.7418
C 4.5377 3.7415 2.1579
C -2.2600 3.1219 -1.2529
C 0.9674 -3.3901 0.4779
C 1.8115 -4.7405 2.7827
C -2.3845 7.3553 -0.6919
H 0.8499 -0.8056 5.0066
H 2.6977 4.8159 2.3580
H -3.6359 5.8850 -2.5957
H 0.4233 -2.5735 -2.6285
H 1.9406 1.0374 -5.2409
H -2.2162 7.8626 -1.6417
H 1.6792 -3.1628 5.0082
H 1.3273 2.9120 1.5340
H 0.0375 0.1702 2.8993
H -3.4137 1.3525 3.7507
H 6.2408 2.4745 1.8769
H -0.9820 3.0644 0.4818
H 3.2621 -0.8254 -4.2255
H 0.9993 -4.9151 -2.9827
H -1.6249 7.6846 0.0147
H -4.1334 -3.1900 0.5183
H 1.6561 -6.3259 -1.0562
H -3.3574 7.6791 -0.3172
H 4.8645 0.5659 1.0595
H -3.5338 3.4463 -2.9524
H -1.0930 5.4993 0.8223
H 0.1241 2.1207 -3.8863
H 2.7134 -1.5716 -1.9131
H 2.1630 -5.2635 3.6613
*
```

Atomic partial charges in e from the Löwdin method, atoms 1 to 4: W 2.117; Cl 0.702; S 0.620; S 0.745

Energy ordering: one) at the bottom, the next structure 16.1 kcal/mol above.